1.
ORCA calculation (the ωB97M-V functional and the def2-TZVPD basis) on one molecule with the formula C15H25NO2S in a non-equilibrium geometry.

Geometry as XYZ:
```
44
Properties=species:S:1:pos:R:3:forces:R:3:lowdin_charge:R:1
S -0.921 -1.375 1.413 -0.086 0.309 -0.133 0.630
O -2.029 -2.268 1.611 -0.201 0.137 -0.064 -0.295
O 0.293 -1.645 2.127 0.311 0.111 -0.006 -0.299
N -0.546 -1.234 -0.205 -0.343 0.215 0.897 -0.100
C 1.305 -1.353 -1.800 0.168 -0.118 0.337 -0.161
C 1.861 0.563 -0.226 0.488 0.154 -0.202 -0.206
C 0.494 -2.107 -0.736 0.440 -0.361 -0.261 -0.423
C -3.221 1.788 -1.206 0.002 0.053 -0.080 -0.079
C -0.108 -3.402 -1.276 0.095 0.171 0.248 -0.044
C 2.905 1.576 0.254 -0.203 -0.069 0.201 -0.434
C -2.243 1.508 -0.268 -0.006 0.011 0.118 -0.049
C -4.773 0.422 0.007 -0.072 -0.009 0.010 -0.072
C -2.522 0.687 0.819 -0.426 0.306 -0.216 -0.293
C -1.462 0.327 1.793 0.309 -0.939 -0.268 -0.159
C 2.223 2.648 1.104 0.179 -0.090 -0.261 -0.083
C -3.797 0.146 0.948 0.003 0.089 -0.004 -0.044
C 4.009 0.901 1.065 -0.063 0.151 -0.273 -0.074
C 2.407 -0.476 -1.202 -0.360 0.082 -0.014 -0.192
C -4.488 1.244 -1.071 -0.022 -0.009 -0.034 -0.087
H -4.012 -0.506 1.781 -0.043 -0.081 0.084 0.115
H -1.817 0.293 2.819 0.030 -0.059 0.100 0.116
H 2.933 0.030 -2.016 0.098 -0.001 0.017 0.117
H 4.680 1.647 1.486 0.104 0.028 0.070 0.075
H -5.759 -0.004 0.115 -0.081 -0.039 0.018 0.105
H -0.719 -3.198 -2.155 -0.076 -0.013 -0.119 0.084
H 1.139 -2.338 0.117 0.089 -0.047 -0.169 0.132
H -5.251 1.461 -1.804 -0.063 0.016 -0.059 0.102
H 1.446 0.048 0.641 -0.022 0.105 0.093 0.087
H 1.437 3.149 0.543 -0.122 0.079 -0.027 0.071
H 3.356 2.061 -0.620 -0.026 -0.020 -0.006 0.134
H 2.942 3.399 1.424 0.030 0.107 0.089 0.074
H -1.390 -1.255 -0.758 -0.254 0.049 -0.077 0.117
H 0.620 -0.739 -2.389 -0.056 -0.008 -0.119 0.119
H 1.763 -2.083 -2.470 -0.055 -0.024 -0.077 0.112
H 1.783 2.198 1.992 -0.076 -0.042 0.155 0.076
H -1.255 1.931 -0.374 0.137 0.030 -0.014 0.103
H -2.995 2.431 -2.043 0.024 0.054 -0.060 0.103
H 3.122 -1.120 -0.689 0.117 -0.040 -0.020 0.111
H 1.048 1.101 -0.720 -0.128 0.031 0.037 0.107
H 3.575 0.326 1.880 -0.039 -0.098 0.148 0.086
H -0.574 0.945 1.709 0.102 0.071 0.021 0.090
H -0.734 -3.860 -0.513 -0.068 -0.102 0.002 0.077
H 4.597 0.232 0.444 0.111 -0.121 0.000 0.069
H 0.676 -4.102 -1.551 0.056 -0.071 -0.082 0.081
```
Forces are in eV/Å.

Calculated values
HOMO-LUMO gap   0.375 Ha
SMILES string   CC(C)CCC[C@H](C)NS(=O)(=O)Cc1ccccc1
Energy relative to the best compared isomer or geometry (same formula, charge and spin)   19.4 kcal per mole
M   283.44 g/mol

2.
ORCA calculation (the ωB97M-V functional and the def2-TZVPD basis) on C15H26AsIMgN4S4SeSi as an isolated structure.

Geometry as XYZ:
```
54
Properties=species:S:1:pos:R:3:forces:R:3:lowdin_charge:R:1
I -1.211 -1.302 -2.774 -0.037 0.027 0.035 0.851
Se 0.451 2.074 -1.026 0.176 -0.338 -0.041 0.251
As 3.670 -0.612 2.797 0.047 0.095 -0.052 -0.497
S 3.073 -2.596 3.331 0.045 0.078 -0.055 -0.201
S 1.890 0.750 2.817 0.040 -0.052 0.093 -0.114
S 4.155 -0.545 0.568 0.033 -0.083 0.130 -0.071
S 5.288 0.183 3.910 -0.062 -0.003 -0.055 -0.287
Si -0.664 3.682 -0.004 0.032 0.195 0.213 -0.001
Mg 1.885 0.127 0.498 -0.534 0.300 -0.077 -0.125
N 0.570 -1.550 0.359 -0.002 -0.008 0.041 -0.006
N -1.317 -0.439 1.047 -0.088 0.058 0.096 0.079
N 1.644 -0.685 -2.436 0.140 -0.051 -0.074 0.016
N -1.357 -2.766 0.980 -0.035 -0.013 -0.082 -0.036
C -0.644 -1.602 0.799 0.043 -0.076 0.062 -0.421
C -0.719 -4.065 0.819 0.033 0.018 0.036 -0.171
C 2.066 0.548 -4.879 0.036 0.020 0.010 -0.084
C 3.117 0.372 -3.991 -0.027 0.007 -0.017 -0.060
C -1.985 4.401 -1.155 0.034 -0.059 -0.057 -0.257
C 2.860 -0.248 -2.780 0.016 -0.004 0.002 -0.143
C 0.783 -3.934 0.923 -0.001 0.010 0.021 -0.189
C -1.611 3.137 1.534 0.024 -0.029 -0.010 -0.233
C -2.683 -2.820 1.562 0.024 0.022 0.000 -0.182
C -3.416 -1.503 1.427 0.029 0.020 -0.011 -0.170
C -2.481 -0.407 1.900 0.047 -0.036 -0.033 -0.187
C 0.417 5.127 0.542 0.013 -0.018 -0.004 -0.242
C 0.669 -0.518 -3.294 0.027 -0.071 -0.058 -0.817
C 1.241 -2.806 0.025 -0.014 0.036 -0.101 -0.253
C 0.807 0.092 -4.534 -0.038 0.013 0.030 -0.156
H 2.314 -2.646 0.146 0.000 -0.015 -0.007 0.057
H -2.046 4.002 2.044 -0.001 0.003 0.002 0.022
H -2.427 2.469 1.249 -0.009 0.017 -0.001 0.000
H -3.660 -1.317 0.377 -0.039 -0.001 0.008 0.113
H -3.235 -3.626 1.067 -0.003 0.009 -0.006 0.116
H -0.960 2.615 2.240 0.013 -0.014 -0.005 0.022
H 3.640 -0.404 -2.041 -0.002 0.018 0.012 0.042
H 1.266 -4.875 0.647 -0.002 0.004 -0.026 0.114
H -1.527 4.885 -2.021 0.008 0.002 -0.003 0.013
H 2.223 1.039 -5.832 -0.003 0.011 0.005 0.099
H -2.604 -3.087 2.627 -0.033 -0.028 -0.006 0.125
H 1.044 4.825 1.385 0.024 -0.021 -0.017 0.027
H -0.191 5.983 0.851 -0.005 -0.001 0.011 0.014
H -2.943 0.573 1.805 -0.001 -0.006 0.026 0.094
H 1.051 -3.046 -1.030 0.021 -0.004 -0.002 0.088
H -0.047 0.214 -5.185 0.009 -0.010 -0.014 0.081
H -1.019 -4.497 -0.146 0.017 -0.018 0.006 0.116
H -2.626 3.598 -1.525 -0.015 0.008 -0.003 0.013
H 1.085 -3.686 1.943 -0.004 -0.021 0.009 0.030
H 4.116 0.715 -4.219 0.000 0.009 -0.001 0.101
H -0.756 0.401 0.992 0.040 -0.029 -0.078 0.041
H -4.343 -1.526 2.003 0.021 -0.009 0.036 0.108
H 1.079 5.440 -0.268 -0.006 0.009 -0.008 0.014
H -1.101 -4.723 1.606 -0.010 0.009 0.002 0.113
H -2.218 -0.556 2.957 -0.034 0.007 0.009 0.129
H -2.609 5.135 -0.634 0.013 0.013 0.010 0.014
```
Forces are in eV/Å.

Calculated values
Charge   -2
HOMO-LUMO gap   0.167 Ha
M   723.85 g/mol

3.
ORCA calculation (the ωB97M-V functional and the def2-TZVPD basis) on C15H26BaNO2P as an isolated structure in a non-equilibrium geometry.

Geometry as XYZ:
```
46
Properties=species:S:1:pos:R:3:forces:R:3:lowdin_charge:R:1
Ba -0.677 -1.454 -0.044 2.769 0.815 2.872 1.819
P 1.963 -0.465 -1.361 -0.374 -0.650 0.731 0.671
O 0.748 0.219 1.547 -1.443 0.340 0.290 -0.241
O -1.490 0.492 1.555 0.827 0.063 0.259 -0.257
N -1.891 -1.007 -1.942 -2.828 0.217 -3.467 -0.592
C -1.387 -1.172 -3.348 0.068 -0.292 0.321 -0.052
C 3.165 -1.110 -0.153 0.989 -0.293 -0.138 -0.327
C -0.115 2.083 2.737 -0.117 0.349 0.199 -0.013
C 2.379 -1.381 -2.880 0.290 -0.253 -0.175 -0.298
C -0.750 1.976 -2.663 0.743 1.680 -0.861 -0.283
C 1.782 3.177 -2.910 -0.038 -0.664 0.149 -0.065
C -2.173 1.491 -2.590 -0.598 -0.083 0.327 -0.180
C -0.309 0.857 1.895 0.600 -1.043 -0.618 -0.746
C 0.364 1.342 -2.135 -1.115 -1.251 0.395 -0.112
C 2.782 1.129 -1.771 -0.396 -0.007 0.480 -0.293
C -2.910 -2.080 -1.675 -0.006 0.380 -0.450 -0.184
C 0.671 3.796 -3.483 0.062 0.042 0.086 -0.112
C -2.501 0.339 -1.637 -0.046 0.183 -0.092 -0.223
C 1.612 1.928 -2.278 0.182 1.529 -0.706 -0.354
C -0.580 3.202 -3.356 -0.290 -0.451 0.182 -0.077
H 2.951 -2.168 0.059 0.152 0.168 -0.001 0.027
H -1.465 3.674 -3.789 0.227 0.099 -0.026 0.099
H 2.780 3.617 -2.963 -0.271 0.018 -0.134 0.101
H 2.194 -2.452 -2.718 0.148 0.167 -0.167 0.033
H 3.240 1.552 -0.863 -0.091 -0.060 -0.229 0.095
H -1.988 -1.936 -3.863 0.180 0.233 0.031 0.085
H 1.749 -1.028 -3.706 0.219 -0.025 0.148 0.033
H -2.569 1.275 -3.596 0.050 0.018 0.212 0.112
H -1.442 -0.239 -3.912 0.149 -0.290 0.227 0.081
H -3.560 -2.224 -2.554 0.110 0.060 0.421 0.099
H -2.413 -3.053 -1.485 -0.145 0.262 -0.089 0.062
H -2.792 2.333 -2.235 0.099 -0.281 -0.042 0.127
H -0.339 -1.504 -3.342 -0.275 0.144 0.081 0.060
H -0.634 -2.753 2.606 -0.647 -3.096 -1.913 0.058
H 4.185 -1.014 -0.551 0.100 -0.193 0.388 0.035
H -2.207 0.641 -0.611 0.008 -0.125 -0.307 0.075
H -3.547 -1.814 -0.814 0.326 -0.120 -0.232 0.088
H 0.673 1.902 3.471 -0.088 0.034 -0.121 0.081
H 3.566 0.971 -2.528 -0.132 0.079 0.245 0.088
H 3.064 -0.538 0.780 -0.002 -0.149 -0.295 0.028
H 3.437 -1.206 -3.118 -0.193 -0.260 -0.205 0.039
H -0.794 -3.509 2.120 0.642 3.006 2.073 0.039
H 0.210 2.910 2.094 -0.064 -0.175 0.077 0.091
H -3.594 0.219 -1.616 0.174 0.054 -0.053 0.117
H -1.043 2.365 3.236 0.087 0.008 -0.069 0.076
H 0.780 4.733 -4.031 -0.045 -0.188 0.194 0.092
```
Forces are in eV/Å.

Calculated values
HOMO-LUMO gap   0.178 Ha
Energy relative to the best compared isomer or geometry (same formula, charge and spin)   0.0 kcal per mole
M   420.68 g/mol

4.
ORCA calculation (the ωB97M-V functional and the def2-TZVPD basis) on C15H26Br2Fe2O11 as an isolated structure in a non-equilibrium geometry.

Geometry as XYZ:
```
56
Properties=species:S:1:pos:R:3:forces:R:3:lowdin_charge:R:1
Br -0.777 2.854 -2.660 0.237 0.080 -0.121 0.741
Br 0.452 -0.416 -4.373 -0.795 0.749 -0.690 0.827
Fe 0.234 -2.220 -1.259 6.681 -1.665 4.132 0.866
Fe -2.237 -2.619 -1.558 -16.488 2.934 -0.385 0.981
O -1.916 -4.086 -2.068 -1.976 -15.104 -3.577 -0.025
O -0.568 2.291 2.443 0.194 -0.753 -4.388 -0.123
O -0.846 -2.557 -2.524 0.352 11.564 -15.676 -0.171
O -2.140 -0.944 -1.267 -7.824 8.338 -4.120 -0.075
O -1.228 -2.304 -0.267 3.127 -12.403 11.755 -0.123
O -2.514 2.735 1.347 0.079 -0.058 0.331 0.137
O -0.142 -0.775 -0.664 7.749 7.882 1.977 -0.245
O -2.702 -1.303 2.454 2.398 0.659 1.051 0.050
O 0.182 -3.821 -1.662 7.474 -12.698 2.642 0.027
O 1.578 -2.220 -2.329 6.826 3.817 -2.460 -0.073
O 2.733 -0.054 -2.130 -1.365 -4.372 -1.149 -0.013
C -1.466 2.160 1.362 0.881 0.383 -0.731 -0.370
C -1.281 0.190 -3.590 0.270 -0.349 0.311 -0.496
C 1.572 0.605 -1.560 2.471 1.219 -0.218 -0.247
C -0.505 -2.239 2.285 -0.549 0.323 1.260 -0.013
C -0.755 3.222 3.419 0.630 0.773 2.329 -0.276
C -1.110 0.961 -2.254 -1.834 0.855 -3.739 -0.670
C -0.748 -3.743 -2.443 -1.937 -4.704 1.229 -0.741
C -1.276 -1.109 -0.418 -5.174 5.317 5.611 -1.030
C 1.940 0.881 -0.089 -0.286 -0.450 0.662 -0.015
C 2.554 -1.402 -2.431 2.059 0.150 1.116 -0.365
C 3.918 -2.013 -2.712 0.168 1.973 -0.484 0.052
C 0.623 3.660 3.909 0.990 0.496 -0.830 -0.058
C -0.950 -0.038 3.574 -0.164 -0.623 0.617 -0.007
C -1.508 -1.177 2.789 -2.303 -1.565 -1.578 -0.427
C -0.972 1.284 0.152 -1.389 1.950 4.334 -0.041
H 0.782 3.697 4.986 -0.512 0.539 -0.046 0.075
H 0.691 -0.017 -1.724 2.673 0.902 -0.447 0.019
H -0.982 -2.908 1.569 0.384 0.434 0.372 0.082
H 4.632 -1.283 -2.331 0.100 -0.374 1.070 0.093
H -1.199 2.717 4.277 -0.843 0.224 0.007 0.119
H 1.491 1.530 -2.131 -0.001 -0.044 0.087 0.083
H 0.370 -1.682 1.951 0.141 -0.319 -0.492 0.076
H -0.679 0.277 0.449 -0.212 2.088 1.717 0.069
H 4.092 -3.033 -2.371 -0.328 0.243 -0.347 0.106
H 2.735 0.279 0.349 0.186 -0.554 -0.666 0.091
H 1.466 3.056 3.572 -0.397 -0.710 -0.225 0.072
H 1.063 0.613 0.500 0.733 0.494 0.239 0.053
H -0.416 0.591 -1.500 -1.455 0.996 -2.264 -0.023
H 2.290 1.885 0.151 -0.479 0.250 -0.388 0.096
H -1.290 4.119 3.109 -0.471 -0.431 -0.065 0.131
H -2.073 0.999 -1.744 0.137 0.092 -1.920 0.061
H -1.808 0.684 -4.406 0.368 0.524 0.333 0.057
H 4.223 -1.763 -3.728 -0.564 -0.992 -0.712 0.102
H 0.135 -0.103 3.500 0.015 0.511 -0.015 0.090
H 0.829 4.584 3.369 0.239 0.499 0.723 0.072
H -1.821 -0.746 -3.442 0.322 0.306 0.121 0.039
H -1.337 0.930 3.256 0.017 -1.107 0.357 0.056
H -0.148 1.722 -0.411 -0.657 0.708 0.912 0.042
H -0.164 -2.858 3.115 0.057 0.133 0.363 0.090
H -1.189 -0.154 4.631 -0.182 -0.230 0.106 0.102
H -1.838 1.060 -0.471 0.226 1.103 1.971 0.071
```
Forces are in eV/Å.

Calculated values
HOMO-LUMO gap (alpha / beta)   0.201 / 0.254 Ha
⟨S²⟩   20.059
Spin multiplicity   9
M   653.86 g/mol